(1)
Density functional theory data (ωB97M-V with the def2-TZVPD basis set) for a structure of composition C9H10NRuS6 at a distorted geometry.

Each line ends with the Mulliken spin population.
Positions of all 27 atoms, in Å:
Ru (-0.136, 0.239, -0.913)  2.6945
S (2.528, 5.229, -5.214)  0.0080
C (2.125, 4.236, -3.976)  0.0035
S (3.113, 3.002, -3.187)  -0.0034
C (1.741, 2.274, -2.361)  -0.0169
C (0.525, 2.848, -2.393)  0.0544
S (-0.845, 2.281, -1.473)  0.1834
S (0.454, 4.224, -3.430)  0.0009
S (1.917, 0.653, -1.626)  0.2742
C (0.098, -2.562, 1.803)  0.0190
C (-0.405, -1.074, 1.897)  -0.0766
C (-1.965, -1.025, 1.610)  0.0468
C (-0.061, -0.418, 3.207)  0.0554
C (0.314, -0.303, 0.816)  0.5766
H (-0.537, -3.196, 2.446)  0.0169
H (1.193, -2.648, 2.125)  -0.0068
H (-0.126, -2.861, 0.739)  -0.0176
H (-2.487, -1.126, 2.577)  0.0085
H (-2.297, -1.758, 0.869)  -0.0090
H (-2.250, -0.009, 1.252)  -0.0278
H (-0.666, -0.824, 3.986)  0.0045
H (-0.285, 0.667, 3.091)  -0.0228
H (1.037, -0.514, 3.383)  -0.0048
H (1.235, 0.127, 1.240)  0.0358
S (-1.994, -3.614, -2.835)  0.1374
C (-1.339, -2.380, -2.117)  0.1242
N (-0.886, -1.469, -1.518)  -0.0583

Cartesian forces, eV/Å:
-1.7 -1.6 -1.0
0.6 0.2 0.0
-0.7 -0.5 0.1
-1.3 0.6 -0.4
0.3 -1.7 0.4
0.5 0.3 0.3
-0.5 2.0 -1.2
0.4 0.5 -0.3
2.0 1.3 -0.3
-0.3 0.3 0.0
-0.5 -1.4 -2.1
0.7 0.8 0.8
0.8 1.2 -0.7
1.6 0.3 3.2
0.4 0.0 0.0
-1.5 0.0 -0.7
0.8 0.0 1.1
-0.1 -0.4 -0.4
0.1 0.1 0.3
0.3 -0.6 0.1
-0.2 -0.3 0.9
0.1 -0.6 0.4
-0.8 0.0 0.2
-0.1 0.0 -0.4
-0.5 -1.2 -0.8
0.4 1.1 1.0
-0.7 -0.5 -0.4

Summary:
gap between HOMO and LUMO (alpha / beta): 0.2096 / 0.2177 hartree
E_LUMO (alpha / beta): 2.407 / 1.164 eV
charge: -1
2S+1: 5
<S²>: 6.030
HOMO energy (alpha / beta): -3.30 / -4.76 eV
strongest force on any atom: 3.6 eV/A

=====

(2)
Density functional theory data (ωB97M-V with the def2-TZVPD basis set) for a cluster of 7 separate species, C29H68IN4O7 in total at a distorted geometry.

Each line ends with the Mulliken charge.
Positions of all 109 atoms, in Å:
C (-1.289, -0.192, -3.808)  -1.5628
N (-1.292, -1.627, -4.113)  0.1184
C (-0.522, -2.141, -5.228)  -0.4919
C (0.798, -2.796, -4.771)  0.2969
O (1.402, -3.543, -5.482)  -0.4517
I (1.499, -2.254, -2.812)  0.0344
C (-1.988, -2.442, -3.346)  0.4428
N (-2.002, -3.774, -3.529)  -0.4078
C (-2.755, -4.254, -2.582)  -0.1474
N (-3.239, -3.300, -1.813)  -0.1003
N (-2.749, -2.130, -2.299)  0.0245
H (-1.209, -0.068, -2.734)  0.5108
H (-0.384, 0.239, -4.201)  0.5197
H (-2.159, 0.308, -4.213)  0.3919
H (-0.301, -1.309, -5.876)  0.4444
H (-1.083, -2.874, -5.783)  0.3801
H (-2.951, -5.294, -2.428)  0.5105
H (-3.855, -3.331, -1.015)  0.2565
H (-2.928, -1.197, -1.970)  0.1991
C (1.617, 4.251, -1.889)  -0.7584
C (1.339, 2.890, -1.280)  -0.0654
O (1.652, 1.798, -2.136)  -0.3577
C (3.008, 1.702, -2.546)  -0.3942
C (3.991, 1.549, -1.400)  -0.8806
H (1.064, 4.376, -2.822)  0.2183
H (1.313, 5.036, -1.199)  0.1247
H (2.677, 4.392, -2.109)  0.3262
H (0.273, 2.806, -1.070)  0.1681
H (1.855, 2.780, -0.321)  0.1938
H (3.278, 2.554, -3.179)  0.2508
H (3.053, 0.817, -3.184)  0.3789
H (3.990, 2.413, -0.738)  0.1262
H (5.004, 1.427, -1.784)  0.5172
H (3.742, 0.675, -0.796)  0.1425
C (-1.952, -5.182, 1.446)  -0.7207
C (-2.830, -4.212, 2.214)  -0.3857
O (-4.215, -4.456, 2.058)  -0.4501
C (-4.669, -5.731, 2.500)  -0.3821
C (-4.408, -6.000, 3.970)  -0.5229
H (-2.207, -5.156, 0.382)  0.0775
H (-0.901, -4.916, 1.560)  0.3888
H (-2.073, -6.208, 1.791)  0.1992
H (-2.667, -3.199, 1.839)  0.3479
H (-2.555, -4.197, 3.273)  0.3338
H (-4.236, -6.523, 1.880)  0.2848
H (-5.742, -5.738, 2.311)  0.3497
H (-3.342, -6.013, 4.203)  -0.1907
H (-4.817, -6.970, 4.251)  0.3990
H (-4.878, -5.232, 4.587)  0.2904
C (0.615, 6.728, -6.613)  -1.1701
C (0.335, 5.497, -5.768)  -0.2062
O (-0.456, 5.751, -4.621)  -0.3664
C (-1.748, 6.279, -4.854)  -0.3797
C (-2.641, 5.385, -5.698)  -0.9892
H (1.104, 7.497, -6.014)  0.3174
H (1.265, 6.470, -7.448)  0.3977
H (-0.298, 7.159, -7.025)  0.2768
H (1.277, 5.100, -5.388)  0.2691
H (-0.117, 4.705, -6.378)  0.3075
H (-1.678, 7.280, -5.294)  0.3268
H (-2.191, 6.404, -3.867)  0.3359
H (-2.243, 5.237, -6.703)  0.2742
H (-3.631, 5.829, -5.795)  0.4022
H (-2.743, 4.403, -5.232)  0.2048
C (-0.367, 6.612, 2.454)  -1.1441
C (-0.739, 6.262, 1.024)  -0.2429
O (-1.030, 4.889, 0.823)  -0.2997
C (-2.109, 4.364, 1.573)  -0.3424
C (-3.440, 5.046, 1.306)  -1.0903
H (0.490, 6.022, 2.781)  0.2940
H (-0.111, 7.669, 2.526)  0.4017
H (-1.186, 6.422, 3.150)  0.2730
H (0.105, 6.478, 0.369)  0.2977
H (-1.571, 6.884, 0.677)  0.2806
H (-1.874, 4.380, 2.643)  0.3394
H (-2.177, 3.314, 1.285)  0.2918
H (-3.426, 6.098, 1.588)  0.2710
H (-4.231, 4.560, 1.878)  0.3921
H (-3.692, 4.990, 0.245)  0.2888
C (0.749, -5.513, 4.754)  -0.9265
C (-0.291, -6.368, 5.445)  -0.3358
O (-0.841, -7.376, 4.616)  -0.3886
C (0.069, -8.333, 4.101)  -0.3067
C (0.811, -9.119, 5.167)  -1.1485
H (0.324, -5.045, 3.863)  0.0996
H (1.105, -4.729, 5.422)  0.4063
H (1.614, -6.097, 4.439)  0.2925
H (-1.134, -5.743, 5.746)  0.3413
H (0.113, -6.806, 6.364)  0.3432
H (0.775, -7.856, 3.411)  0.3089
H (-0.536, -9.015, 3.505)  0.3437
H (1.441, -8.480, 5.787)  0.2712
H (1.453, -9.867, 4.702)  0.4000
H (0.105, -9.628, 5.825)  0.2997
C (4.018, -0.409, 2.929)  -0.9980
C (5.320, 0.172, 2.401)  -0.4067
O (5.185, 1.458, 1.829)  -0.3793
C (4.705, 2.479, 2.686)  -0.2550
C (5.578, 2.730, 3.903)  -1.2135
H (3.271, -0.454, 2.134)  0.2323
H (4.185, -1.417, 3.310)  0.3958
H (3.602, 0.188, 3.741)  0.2660
H (5.699, -0.463, 1.600)  0.3452
H (6.085, 0.177, 3.185)  0.3615
H (3.671, 2.270, 2.987)  0.3212
H (4.674, 3.379, 2.072)  0.3438
H (5.633, 1.858, 4.556)  0.2813
H (5.176, 3.558, 4.487)  0.4015
H (6.594, 2.981, 3.598)  0.3149

Cartesian forces, eV/Å:
0.2 -0.5 0.1
-0.4 1.1 -0.1
0.1 -0.1 1.0
0.6 -1.0 -1.4
-0.7 1.0 1.0
0.1 0.0 0.0
0.5 -0.9 -0.8
0.5 -0.4 -0.6
0.1 -0.3 -0.2
-0.6 0.4 0.9
0.2 1.0 -0.2
-0.1 0.2 0.3
0.2 0.2 -0.2
-0.2 0.1 -0.1
0.2 0.2 -0.2
-0.1 -0.4 -0.2
-0.2 -0.3 0.1
0.0 -0.1 0.2
-0.4 -0.1 0.5
0.1 -0.1 -0.2
0.0 0.2 0.1
-0.2 -0.2 -0.1
0.1 0.0 0.0
-0.1 0.0 0.0
-0.1 0.1 0.0
-0.1 0.0 0.0
0.0 0.0 0.1
0.0 -0.1 0.0
0.0 0.0 0.0
0.0 0.0 0.1
-0.1 0.0 0.0
0.1 0.0 0.0
0.0 0.0 0.0
0.0 0.0 0.0
0.0 -0.1 0.0
0.1 0.0 0.1
-0.1 0.2 -0.3
-0.1 -0.2 0.1
0.1 0.2 0.0
0.1 0.0 0.0
0.0 0.0 0.0
0.1 0.0 0.1
-0.1 0.0 0.0
0.0 -0.1 0.0
0.0 0.0 0.0
0.0 0.1 0.0
0.0 -0.1 0.0
0.0 0.0 0.0
0.0 0.0 0.0
-0.1 0.1 0.0
0.1 0.0 -0.1
0.1 -0.1 0.2
-0.1 0.1 0.0
0.1 -0.1 0.0
0.0 0.0 0.0
0.0 0.0 0.0
0.0 0.0 -0.1
0.0 0.0 0.1
0.0 0.0 0.0
0.0 0.0 -0.1
0.1 0.0 0.0
0.0 0.1 0.0
0.0 0.0 0.0
0.0 0.0 0.0
-0.1 -0.1 0.0
0.0 0.2 0.1
0.1 -0.2 -0.2
-0.1 0.0 0.1
0.0 0.1 -0.1
0.0 0.0 0.0
0.0 0.0 0.0
0.0 0.1 0.0
0.0 -0.1 0.0
0.0 0.0 0.0
0.0 0.0 0.0
0.1 0.0 0.0
0.0 0.0 0.1
0.0 0.0 0.0
0.0 0.0 0.0
0.1 0.0 -0.2
0.0 0.0 0.1
-0.3 0.0 -0.1
0.1 -0.1 0.0
0.0 0.1 0.1
0.0 0.0 0.0
0.0 0.0 0.0
0.0 0.0 0.1
-0.1 -0.1 0.0
0.0 0.0 0.0
0.0 0.0 0.0
-0.1 0.0 0.0
0.1 0.0 0.0
0.0 0.0 0.0
0.0 0.0 0.0
-0.1 0.1 0.0
0.0 -0.1 0.1
0.0 0.0 -0.2
0.0 0.1 0.1
0.1 -0.1 0.0
0.0 0.0 0.0
0.0 0.0 0.0
0.0 0.0 0.0
0.0 0.1 0.0
0.0 0.0 0.0
0.0 0.0 0.0
0.0 0.0 -0.1
-0.1 0.0 0.0
0.0 0.0 0.0
0.0 0.0 0.0

Summary:
gap between HOMO and LUMO: 0.3096 hartree
E_LUMO: -2.741 eV
relative energy (zero: lowest compared OMol25 entry of this formula, charge and spin): 0.3205 eV
charge: +1
HOMO energy: -11.17 eV
strongest force on any atom: 1.8 eV/A

=====

(3)
Density functional theory data (ωB97M-V with the def2-TZVPD basis set) for an isolated molecule of C15H14BrN7S2 at a distorted geometry.

Each line ends with the Mulliken charge.
Positions of all 39 atoms, in Å:
Br (-0.947, 1.921, 4.956)  -0.1877
N (-1.812, -2.351, 2.104)  -0.5889
N (2.357, -1.045, 0.424)  -0.6427
N (-4.223, -0.633, 4.378)  -0.6005
N (4.282, 1.521, -1.459)  -0.6404
N (2.317, 0.846, -2.571)  -0.5150
S (0.362, -2.810, 0.586)  -0.2273
S (-0.088, -0.469, 2.597)  -0.0874
C (-0.615, -1.916, 1.768)  0.5574
C (1.233, -1.481, -0.115)  -0.0586
C (3.446, 1.570, -2.492)  -0.3610
C (-3.438, 0.378, 4.776)  -0.1320
C (-3.690, -1.532, 3.537)  -0.2618
C (3.995, 0.702, -0.481)  0.1332
C (2.041, 0.000, -1.566)  0.6203
C (-2.097, 0.522, 4.350)  0.0309
C (2.853, -0.098, -0.482)  0.8509
C (-2.394, -1.469, 3.006)  -0.1585
C (-1.607, -0.412, 3.406)  0.7410
N (4.899, 0.661, 0.501)  -0.5039
N (1.002, -0.874, -1.329)  0.3834
C (-1.209, 1.733, -3.269)  -1.3252
C (-0.072, -1.107, -2.315)  -1.0551
C (-1.354, 1.057, -1.911)  -0.2731
C (-1.360, -0.468, -1.934)  -0.3411
H (3.698, 2.189, -3.348)  0.3982
H (-3.884, 1.125, 5.426)  0.3801
H (-4.266, -2.411, 3.203)  0.3633
H (5.793, 0.976, 0.141)  0.2904
H (4.846, -0.196, 1.044)  0.2784
H (-1.882, 1.341, -4.002)  0.3312
H (-1.381, 2.812, -3.181)  0.3735
H (-0.192, 1.613, -3.644)  0.2837
H (0.265, -0.751, -3.311)  0.4372
H (-0.258, -2.179, -2.418)  0.3280
H (-0.585, 1.497, -1.280)  0.2324
H (-2.306, 1.392, -1.509)  0.4177
H (-2.107, -0.851, -2.642)  0.4071
H (-1.619, -0.805, -0.942)  0.1221

Cartesian forces, eV/Å:
-0.5 -0.4 -0.2
1.1 0.6 -0.6
0.2 0.3 -0.3
0.8 -0.8 -0.9
0.2 0.9 -1.4
-0.5 0.2 -1.4
-0.7 0.0 0.3
0.5 0.1 -0.2
-1.8 -0.5 0.6
2.1 1.1 -0.2
-1.6 -1.6 0.7
1.3 0.3 -0.4
-0.5 -0.7 -0.1
0.1 -0.2 0.4
0.4 0.9 -0.1
-0.6 -0.5 -0.4
-0.5 -1.0 1.5
-0.4 -0.2 0.3
0.3 1.3 0.9
0.7 -0.7 1.0
-0.8 0.1 -1.8
0.8 0.3 0.2
0.6 -0.5 -0.5
-0.5 0.5 -0.6
-0.3 0.8 0.1
-0.1 0.1 0.2
0.1 -0.2 0.0
-0.2 0.7 0.4
0.0 -0.2 0.6
0.4 0.4 0.1
-0.6 -0.3 -0.5
0.0 -0.2 0.0
0.0 0.0 -0.1
0.1 -0.1 0.7
0.3 0.0 0.1
0.2 -0.4 0.4
-0.2 -0.1 0.3
-0.1 0.2 0.2
-0.3 -0.3 0.4

Summary:
gap between HOMO and LUMO: 0.3258 hartree
E_LUMO: -0.008 eV
relative energy (zero: lowest compared OMol25 entry of this formula, charge and spin): 0.0000 eV
SMILES: CCCCn1c(Sc2nc3cncc(Br)c3s2)nc2c(N)ncnc21
HOMO energy: -8.87 eV
strongest force on any atom: 2.4 eV/A

=====

(4)
Density functional theory data (ωB97M-V with the def2-TZVPD basis set) for an isolated molecule of C4H9NO at a distorted geometry.

Each line ends with the Mulliken charge.
Positions of all 15 atoms, in Å:
C (-1.981, -0.603, 0.186)  -0.4064
C (-0.610, 0.024, 0.420)  -0.3444
C (0.592, -0.297, -0.099)  -0.0061
C (1.845, 0.581, 0.162)  -0.3732
H (-3.837, 0.120, -0.380)  0.2250
H (-2.552, 0.757, -1.219)  0.2243
H (-2.358, -0.915, 1.278)  0.2338
H (-2.041, -1.427, -0.521)  0.3159
H (-0.512, 0.925, 1.057)  0.2572
H (0.832, -0.968, -0.986)  0.2597
H (1.818, 1.578, -0.650)  0.2043
H (1.898, 0.908, 1.374)  0.2521
H (3.217, -0.971, 0.447)  0.3044
N (-2.900, 0.495, -0.282)  -0.6324
O (3.095, -0.213, -0.305)  -0.5142

Cartesian forces, eV/Å:
-0.9 1.3 2.4
1.3 -0.3 -0.6
0.4 0.7 -1.3
0.9 0.9 -0.4
0.1 0.1 -0.1
-0.5 -0.1 0.6
0.6 0.3 -2.5
0.6 -0.3 0.3
-0.8 -0.7 0.0
-0.8 0.3 1.5
0.3 -2.9 2.7
0.1 -0.6 -3.6
-0.5 2.7 -2.8
1.0 -0.5 -0.2
-1.8 -1.0 3.9

Summary:
gap between HOMO and LUMO: 0.3787 hartree
E_LUMO: 0.869 eV
relative energy (zero: lowest compared OMol25 entry of this formula, charge and spin): 3.7122 eV
SMILES: NC/C=C/CO
HOMO energy: -9.44 eV
strongest force on any atom: 4.4 eV/A

=====

(5)
Density functional theory data (ωB97M-V with the def2-TZVPD basis set) for a cluster of 2 separate species, C4H11N2 in total at a distorted geometry.

Each line ends with the Mulliken charge.
Positions of all 17 atoms, in Å:
C (1.299, -0.393, 0.051)  0.0796
C (0.472, 0.802, 0.191)  0.3716
C (1.669, -1.203, 1.256)  -1.1890
C (0.232, 2.164, 0.591)  -0.9675
N (-2.363, -0.823, -1.591)  -0.9273
N (-0.140, -0.190, -0.315)  -0.0865
H (1.986, -0.445, -0.787)  0.3872
H (0.972, -1.037, 2.075)  0.3569
H (2.665, -0.907, 1.582)  0.3322
H (1.692, -2.265, 1.021)  0.3308
H (0.795, 2.838, -0.059)  0.3035
H (0.605, 2.335, 1.602)  0.3033
H (-0.827, 2.409, 0.528)  0.3347
H (-2.992, -0.041, -1.719)  0.2792
H (-2.121, -1.192, -2.506)  0.2935
H (-1.092, -0.500, -0.844)  0.5041
H (-2.852, -1.551, -1.077)  0.2937

Cartesian forces, eV/Å:
0.5 -0.1 0.2
-0.8 -1.2 -0.7
-0.1 -0.1 -0.1
-0.1 0.8 0.2
0.4 -0.2 0.2
0.7 0.9 0.5
-0.1 0.1 -0.1
0.0 0.0 0.0
0.0 0.0 0.0
0.0 -0.1 0.0
0.1 0.0 0.0
0.0 0.0 0.0
0.0 0.0 0.0
-0.1 0.0 0.0
-0.1 0.0 0.0
-0.3 0.0 -0.1
-0.1 0.0 -0.1

Summary:
gap between HOMO and LUMO: 0.4259 hartree
E_LUMO: -3.492 eV
relative energy (zero: lowest compared OMol25 entry of this formula, charge and spin): 2.0302 eV
charge: +1
HOMO energy: -15.08 eV
strongest force on any atom: 1.6 eV/A

=====

(6)
Density functional theory data (ωB97M-V with the def2-TZVPD basis set) for a cluster of 3 separate species, C4H12O4 in total at a distorted geometry.

Each line ends with the Mulliken charge.
Positions of all 20 atoms, in Å:
O (2.640, -1.078, -1.907)  -0.4599
C (2.365, -1.109, -0.738)  -0.0848
C (1.600, -0.120, 0.092)  -0.3437
C (0.259, -0.774, 0.443)  0.4820
C (0.259, -2.002, 1.347)  -1.3208
O (-0.379, 0.157, 1.349)  -0.5671
H (2.483, -2.074, -0.199)  0.2955
H (1.520, 0.874, -0.423)  0.1828
H (2.166, 0.227, 0.987)  0.2975
H (-0.338, -1.000, -0.461)  0.2260
H (1.134, -2.347, 1.909)  0.2981
H (0.292, -2.891, 0.649)  0.3738
H (-0.603, -1.928, 2.009)  0.3367
H (-0.643, 0.972, 0.914)  0.2784
H (-3.463, 1.392, 0.248)  0.3182
H (-4.271, 2.647, -0.090)  0.3086
O (-3.387, 2.243, -0.180)  -0.6199
H (-1.237, 2.112, -2.387)  0.3074
H (-0.087, 2.587, -1.375)  0.3127
O (-0.311, 2.114, -2.189)  -0.6216

Cartesian forces, eV/Å:
0.1 0.6 0.1
-0.4 -1.0 0.1
1.0 1.3 -0.6
0.1 1.3 1.9
1.0 -2.4 -1.7
-0.7 0.3 -0.4
0.4 0.0 0.1
-0.5 -1.1 -0.2
-0.4 -1.1 -0.1
0.2 0.4 0.4
0.2 1.4 0.3
-1.1 0.5 0.7
0.0 -0.4 -0.3
0.1 0.1 -0.3
0.0 -0.3 0.2
0.7 -0.3 -0.1
-0.5 0.5 -0.1
-0.8 0.4 0.5
-0.8 0.0 -0.4
1.5 -0.3 0.0

Summary:
gap between HOMO and LUMO: 0.3677 hartree
E_LUMO: 0.362 eV
relative energy (zero: lowest compared OMol25 entry of this formula, charge and spin): 1.8982 eV
SMILES: C[C@@H](O)CC=O.O.O
HOMO energy: -9.64 eV
strongest force on any atom: 3.1 eV/A

=====

(7)
Density functional theory data (ωB97M-V with the def2-TZVPD basis set) for a structure of composition C7H14CoOPS at a distorted geometry.

Each line ends with the Mulliken spin population.
Positions of all 25 atoms, in Å:
C (-2.380, -1.262, -0.709)  -0.0036
C (-1.546, -2.532, -0.740)  0.0193
C (-0.857, -2.566, -2.029)  0.1067
C (-0.760, -1.264, -2.432)  0.0712
C (-1.583, -0.415, -1.473)  0.1018
Co (-0.453, -1.055, -0.180)  2.3768
P (-0.539, -1.094, 2.148)  0.1053
H (-3.140, -1.210, 0.113)  -0.0317
H (-1.801, -3.337, 0.075)  -0.0157
H (-0.350, -3.475, -2.436)  -0.0017
H (-1.685, 0.635, -1.699)  0.0103
H (-0.058, -1.022, -3.273)  -0.0124
H (0.810, -1.459, 2.587)  0.0111
H (-1.087, -2.268, 2.823)  -0.0004
H (-1.139, -0.239, 3.157)  0.0378
C (0.509, 3.172, -0.150)  0.0658
S (1.465, 1.599, -0.115)  -0.5960
C (3.051, 1.716, 0.816)  0.0596
O (0.650, 0.505, 0.736)  0.2509
H (1.205, 4.025, -0.274)  0.2359
H (0.154, 3.185, 0.886)  -0.0297
H (-0.339, 3.177, -0.883)  -0.0649
H (2.632, 2.046, 1.774)  0.0861
H (3.482, 0.696, 0.917)  0.0208
H (3.760, 2.443, 0.361)  0.1967

Cartesian forces, eV/Å:
1.1 -2.9 2.1
-4.0 -2.5 0.4
0.6 -1.5 2.6
0.4 1.4 -0.6
-1.0 1.6 -4.8
3.0 0.6 2.2
-0.3 -1.8 1.2
0.8 0.8 -1.2
0.4 1.0 -2.4
-0.3 1.1 0.4
-0.4 0.2 0.1
-1.1 0.5 0.9
-0.9 0.8 0.3
0.1 0.5 -0.5
0.9 -0.1 -0.3
0.4 0.0 1.3
-0.1 -2.0 -1.4
-1.0 0.7 0.5
1.4 2.3 -1.2
-0.3 -0.7 -0.2
-0.4 0.5 -0.1
0.9 -0.4 0.4
0.9 0.1 0.2
-0.4 0.4 -0.3
-0.7 -0.4 0.2

Summary:
gap between HOMO and LUMO (alpha / beta): 0.1061 / 0.2754 hartree
E_LUMO (alpha / beta): 3.205 / 3.238 eV
relative energy (zero: lowest compared OMol25 entry of this formula, charge and spin): 0.0345 eV
charge: -1
2S+1: 4
<S²>: 3.783
HOMO energy (alpha / beta): 0.32 / -4.26 eV
strongest force on any atom: 5.2 eV/A